Molecular formula: C10H15N2S
Method: DFT, the ωB97M-V functional and the def2-TZVPD basis

```
28
Properties=species:S:1:pos:R:3
C -2.1417 1.9478 -0.9772
C -2.2973 2.7140 -2.0928
C 0.0127 2.8922 -1.0858
C -0.4292 1.5856 0.7657
C 1.7917 -1.0459 2.3450
C 1.2841 0.1347 3.0884
C 0.8793 -0.1051 1.6789
C 1.1665 0.1096 -1.8123
C -0.9344 -1.0268 -0.8765
C 0.4842 -0.4583 -0.5590
N -0.8660 2.1536 -0.4837
N 0.3423 0.3876 0.6592
S -0.8540 3.5208 -2.4883
H -2.9114 1.4975 -0.4141
H -3.2252 2.6011 -2.8750
H 0.1571 2.3554 1.3600
H -1.2824 1.3485 1.4875
H 2.8388 -1.1033 2.0309
H 1.4122 -1.9969 2.4874
H 0.5403 0.1272 3.8186
H 1.9535 0.9221 3.3021
H 2.1356 0.2738 -1.3925
H 1.3318 -0.6018 -2.6684
H 0.6341 0.9858 -2.2790
H -1.1566 -1.6832 -0.0900
H -0.7126 -1.7784 -1.7640
H -1.7490 -0.2242 -1.1168
H 1.0873 -1.2599 -0.3563
```

Total charge: +1
Largest force on an atom, hartree/bohr: 0.149
E_LUMO (alpha / beta), eV: -4.080 / -5.197
Relative energy (zero: lowest compared OMol25 entry of this formula, charge and spin), eV: 1.825
2S+1: 3